{"formula": "C23H31BF3NO2", "method": "ωB97M-V/def2-TZVPD", "symbols": ["C", "C", "H", "C", "H", "H", "C", "F", "C", "H", "H", "H", "H", "C", "H", "H", "H", "C", "H", "H", "H", "F", "H", "B", "H", "O", "F", "H", "C", "H", "C", "H", "C", "H", "H", "C", "H", "H", "C", "C", "H", "H", "C", "H", "C", "C", "C", "O", "H", "C", "H", "H", "H", "N", "H", "C", "H", "C", "C", "C", "C"], "coordinates": [[-0.198, -2.778, -0.561], [-2.225, -2.070, -2.284], [-2.883, -0.540, 0.799], [1.307, 0.613, -1.772], [-3.958, -1.717, 2.699], [1.150, 3.532, 1.719], [-0.317, -0.454, 3.036], [-4.061, -1.366, 5.435], [1.294, -0.829, -1.451], [-0.344, -1.357, 4.989], [-3.056, -4.051, -1.964], [-0.173, 2.835, 2.721], [-2.719, 2.556, 1.109], [-1.471, 4.750, 1.497], [4.991, -2.201, -1.446], [0.402, 3.277, -1.020], [0.494, -3.023, 0.236], [-0.070, 4.120, -0.493], [-0.760, 4.619, -1.182], [2.601, -2.187, -1.804], [-3.054, -1.751, -2.925], [-2.193, -2.184, 6.257], [1.748, 1.182, -0.962], [-0.598, 0.925, 0.932], [-0.728, 5.474, 1.849], [0.575, 1.647, 1.224], [-3.399, -3.396, 4.872], [1.705, -0.941, -0.451], [-1.072, -0.137, 1.915], [-2.467, 3.073, -0.596], [0.209, 2.967, 1.691], [1.941, -1.379, -3.465], [-1.219, -3.682, -0.843], [5.182, -3.140, -2.970], [4.157, -1.227, -5.249], [-0.042, -1.610, -1.339], [6.012, -1.576, -2.773], [0.373, 1.085, -2.009], [5.098, -2.118, -2.541], [-2.342, -0.680, 1.739], [-1.270, -4.660, -0.351], [3.762, 0.307, -4.390], [4.339, -0.636, -4.321], [0.714, 4.822, -0.197], [-2.947, -2.126, 5.142], [-2.221, -1.538, 3.963], [-2.942, -1.358, 2.787], [-1.478, 1.387, -0.047], [0.733, -0.115, 3.117], [2.689, -1.505, -2.677], [-2.210, 5.252, 0.863], [1.972, 0.831, -2.596], [-1.985, 4.324, 2.362], [3.957, -1.361, -3.092], [5.391, -0.403, -4.265], [-0.897, -1.144, 4.083], [-1.279, -0.150, -2.323], [-1.196, -1.163, -1.978], [-1.969, 2.699, 0.307], [-2.240, -3.356, -1.745], [-0.815, 3.631, 0.739]], "lowdin_charge": [-0.05, -0.09, 0.13, -0.13, 0.13, 0.14, 0.00, 0.11, -0.22, 0.12, 0.10, 0.14, 0.14, -0.05, 0.09, 0.08, 0.11, -0.02, 0.09, 0.10, 0.10, 0.13, 0.07, -0.61, 0.10, 0.04, 0.11, 0.10, -0.08, 0.14, -0.10, 0.11, -0.10, 0.09, 0.09, -0.20, 0.07, 0.05, -0.06, 0.01, 0.10, 0.09, -0.06, 0.09, -0.52, -0.12, 0.01, 0.05, 0.14, -0.10, 0.10, 0.06, 0.09, -0.26, 0.06, 0.00, 0.10, -0.05, -0.10, -0.11, -0.53], "e_tot_ha": -1424.6353, "homo_lumo_gap_ev": 6.78, "charge": 0, "homo_ha": -0.241, "lumo_ev": 0.21, "multiplicity": 1}